Record 1
The following is a DFT calculation (ωB97M-V with the def2-TZVPD basis set) of an isolated molecule of C23H40N4O3.

Structure (ORCA input):
```
! wB97M-V def2-TZVPD RIJCOSX def2/J DEFGRID3
* xyz 0 1
C -2.97 -3.26 0.23
H -4.55 2.36 -0.28
H 0.31 -5.87 0.18
C -0.81 1.99 0.71
C -2.46 0.41 -0.20
H 1.89 1.25 -2.38
H -4.86 3.44 1.09
H 3.73 -0.46 -2.39
H -2.01 -0.17 2.20
C -3.15 2.18 1.35
C -3.36 4.14 -0.30
C 3.08 0.66 -0.68
C 6.73 0.77 0.12
H 0.28 -0.51 0.99
O -2.62 1.62 -2.25
C -3.27 -1.83 -1.70
N -2.96 -1.93 -0.34
C 4.19 0.05 -1.53
H -4.09 4.62 -0.95
H 4.51 -1.83 -0.52
C 5.81 -0.41 0.42
H 0.69 3.10 -1.27
H 3.02 2.49 -1.83
H 5.08 -0.12 1.18
O -3.63 -2.78 -2.34
H 4.81 0.85 -1.93
C 5.10 -0.96 -0.81
H 2.60 -1.13 0.43
H 1.64 2.89 0.19
H 7.29 1.05 1.00
H 6.16 1.63 -0.21
H -1.09 -3.88 -0.60
C 2.08 -0.39 -0.18
H -2.67 2.82 2.08
H -2.55 -1.80 2.20
C 1.22 2.37 -0.67
H -3.46 5.56 1.33
H 1.64 -0.90 -1.04
H -3.36 -0.50 -3.22
C 2.33 1.72 -1.49
H -0.95 -3.16 1.00
C -0.17 -5.79 1.15
H 5.85 -1.30 -1.53
H -1.89 4.75 1.17
C -1.55 -3.83 0.38
C -2.73 0.60 -1.60
O -0.52 2.86 1.51
H -2.05 -5.18 1.99
H -2.18 -5.89 0.38
H -3.76 1.43 1.87
H -0.25 0.84 -1.02
N -3.15 -0.58 -2.23
H 6.41 -1.22 0.85
H 0.44 -5.15 1.79
H -3.53 -3.88 -0.47
C -2.56 -0.83 0.38
H 1.41 0.74 1.53
H 7.43 0.50 -0.67
H -3.50 -3.25 1.19
C -2.73 5.17 0.62
H 3.52 1.16 0.19
H -2.35 6.01 0.03
C -4.07 3.02 0.45
C 0.98 0.26 0.65
H -2.59 3.70 -0.94
C -1.58 -5.22 1.01
N -2.09 1.52 0.61
N -2.20 -1.01 1.68
H -0.21 -6.78 1.60
C 0.23 1.32 -0.17
*
```

The calculation puts the total energy at -1345.26285 a.u. For the HOMO-LUMO gap, the calculation gives 0.335 Ha. The calculation puts the energy above the lowest of the compared OMol25 structures with the same formula, charge and spin at 1.0 kcal/mol.


Record 2
The following is a DFT calculation (ωB97M-V with the def2-TZVPD basis set) of a cluster of 3 separate species, C34H59IN4O7 in total.

Structure (ORCA input):
```
! wB97M-V def2-TZVPD RIJCOSX def2/J DEFGRID3
* xyz 0 1
H 3.18 3.23 0.19
C -4.40 -1.42 3.73
H -5.29 -0.48 0.03
C 1.15 -0.36 2.16
H -4.17 -1.98 -3.29
H 11.91 3.39 0.54
H 8.42 -1.14 -0.38
H -7.59 -4.50 1.60
I -6.52 -5.05 -1.23
C -3.18 -3.84 -1.10
C -4.97 1.31 3.04
H -0.34 1.21 2.51
H 2.16 1.74 4.45
N 9.33 0.49 -1.25
H 6.20 -0.22 -0.01
C -4.53 1.84 -5.00
H -7.00 -1.02 -3.06
C 11.79 2.77 -0.35
H 4.84 3.35 3.74
H -8.05 -2.34 0.64
O 7.46 0.74 1.23
C -5.57 0.94 -4.28
C 8.12 1.98 1.41
N 2.35 0.42 1.88
H 10.21 3.25 -2.99
H 9.21 1.86 1.30
H -4.20 2.60 -4.25
H 9.74 0.82 -0.38
O -3.95 -2.70 0.82
C -5.44 0.74 4.25
H -3.08 0.38 -4.81
C -0.59 -4.06 -0.41
H -0.77 -0.39 3.06
H -6.81 -2.26 -4.30
H 0.85 2.15 5.56
C 2.12 1.57 1.01
C -5.14 -0.59 4.59
O -1.98 -1.83 1.63
H 4.72 1.69 3.12
H -5.77 -4.20 1.61
C -5.61 -0.54 -4.76
C 1.07 1.83 4.54
H -4.64 -0.94 -5.09
H -3.32 -4.02 -2.18
H 7.66 -0.60 -1.87
H -6.86 -3.28 2.65
C 7.05 0.46 -0.10
H -2.54 1.77 -5.53
H -6.05 1.38 4.90
H -7.38 -2.53 -1.50
H 2.74 0.75 2.75
C -3.74 -0.23 -1.35
H 7.93 2.32 2.43
H 0.71 -0.70 1.22
N -3.32 1.13 -5.45
C 10.37 2.48 -2.23
H 11.75 1.72 -0.05
C 3.35 2.45 0.94
C -1.73 -3.92 -0.74
C 0.06 0.31 2.99
N -3.03 -1.44 -1.12
C -6.78 -3.75 1.65
C -5.15 -2.32 -2.90
H 1.47 -1.25 2.70
O 3.54 3.12 2.19
O 0.44 0.58 4.34
H 6.67 1.37 -0.59
H 0.70 2.60 3.86
C -6.97 -2.58 0.62
O -3.29 0.84 -1.65
H 5.61 2.94 2.20
H -4.97 2.44 -5.83
H -6.57 1.36 -4.52
C -6.55 -2.89 -0.86
C 4.74 2.75 2.84
H -6.45 -1.72 1.07
H 4.23 1.88 0.65
H 8.85 1.26 -3.13
C 8.11 -0.25 -0.94
H -5.44 1.07 -3.20
H -3.87 0.89 1.23
H -6.04 -0.02 -1.45
C -5.21 -0.64 -1.07
C -4.22 0.46 2.18
H 12.66 2.94 -1.01
C 9.12 1.63 -2.13
C -6.25 -1.52 -3.69
H 11.23 1.89 -2.53
H 0.33 -4.30 0.12
C -3.17 -1.83 1.58
C -5.24 -2.18 -1.34
H 7.76 2.75 0.71
C -3.95 -0.87 2.50
H -4.15 -2.46 3.97
H 1.88 1.21 0.00
H -3.68 -4.66 -0.55
H 1.28 2.18 1.37
H -6.28 -0.58 -5.63
H 8.30 2.27 -1.77
H -2.42 -1.67 -1.89
H -5.23 -3.38 -3.22
O 10.59 3.16 -1.00
C -3.88 -2.51 -0.60
H -5.18 2.34 2.75
H -5.49 -1.02 5.54
*
```

The calculation puts the total energy at -2374.10856 a.u. For the HOMO-LUMO gap, the calculation gives 0.313 Ha. The calculation puts the energy above the lowest of the compared OMol25 structures with the same formula, charge and spin at 0.0 kcal/mol.


One value per record, in order, for M: 420.6, 762.8 g mol⁻¹.